Entry 1:
This record from the OMol25 dataset describes a structure of composition C27H24F7I2N4O2PS in a non-equilibrium geometry. The level of theory is the ωB97M-V functional and the def2-TZVPD basis.

Each line ends with the natural charge from an NBO analysis.
Atoms and positions in Å:
C (-6.4488, -4.6077, -2.3040)  -0.69
C (-5.5159, -3.6362, -1.6570)  -0.12
I (-3.5125, -3.8161, -2.2321)  0.17
C (-5.8431, -2.7322, -0.7455)  -0.23
I (-7.8249, -2.6143, -0.0603)  0.22
C (-4.9544, -1.7585, -0.0915)  -0.02
C (-4.4466, -0.6427, -0.6832)  -0.40
P (-4.8931, -0.2588, -2.3965)  1.53
O (-3.7556, -0.2094, -3.3486)  -1.10
C (-3.5921, 0.2898, 0.0135)  0.07
C (-3.0437, 1.4598, -0.7719)  -0.51
C (-1.8176, 1.1050, -1.6117)  0.29
C (-0.5129, 0.4543, -0.8577)  -0.47
O (-0.7283, 1.8663, -1.5904)  -0.50
C (-3.2946, 0.0975, 1.3429)  -0.07
C (-2.5005, 1.0493, 2.2139)  0.64
F (-1.6628, 0.3525, 3.0278)  -0.31
F (-1.7075, 1.8943, 1.5009)  -0.33
C (-3.3452, 1.9660, 3.1539)  0.55
F (-2.4659, 2.7113, 3.8694)  -0.31
F (-4.0788, 1.2253, 3.9972)  -0.28
C (-4.3036, 2.9666, 2.4559)  0.92
F (-3.6305, 3.7686, 1.6165)  -0.31
F (-5.2503, 2.3130, 1.7710)  -0.30
F (-4.8833, 3.7158, 3.3914)  -0.29
C (-3.8121, -1.0706, 1.9801)  0.08
N (-3.6351, -1.4364, 3.2577)  -0.62
S (-4.4300, -2.7964, 3.4599)  1.06
N (-5.0372, -3.0214, 2.0048)  -0.61
C (-4.6267, -1.9818, 1.2679)  0.14
H (-5.9550, -5.1947, -3.0693)  0.24
H (-7.2868, -4.0853, -2.7650)  0.24
H (-6.8619, -5.2903, -1.5613)  0.25
H (-5.8872, -1.1717, -2.7446)  -0.05
H (-5.5775, 0.9619, -2.2708)  -0.08
H (-2.7826, 2.3125, -0.1716)  0.27
H (-3.7592, 1.7841, -1.5306)  0.24
H (-2.0399, 0.6390, -2.5738)  0.25
H (-0.4799, -0.2965, -1.6873)  0.20
H (0.5701, 0.5319, -0.8486)  0.24
C (1.4025, 2.5219, 1.7085)  -0.42
N (2.6617, 1.9205, 1.2092)  -0.23
C (2.6551, 0.6136, 0.9018)  0.11
C (3.7816, 0.0031, 0.4010)  -0.20
C (4.9383, 0.7534, 0.2051)  0.02
C (4.9212, 2.1018, 0.5459)  -0.20
C (3.7663, 2.6603, 1.0492)  0.11
C (6.1624, 0.1368, -0.3716)  0.04
C (6.7352, 0.6507, -1.5304)  -0.20
C (7.8869, 0.0836, -2.0300)  0.11
N (8.4660, -0.9554, -1.4111)  -0.24
C (7.9235, -1.4798, -0.2992)  0.11
C (6.7725, -0.9567, 0.2396)  -0.21
C (9.7276, -1.5365, -1.9354)  -0.41
H (1.0820, 1.9724, 2.5899)  0.25
H (0.6533, 2.4339, 0.9224)  0.27
H (1.5667, 3.5645, 1.9577)  0.24
H (1.7225, 0.0866, 1.0595)  0.27
H (3.7385, -1.0477, 0.1510)  0.26
H (5.7968, 2.7254, 0.4328)  0.26
H (3.7026, 3.7021, 1.3268)  0.26
H (6.2927, 1.4843, -2.0575)  0.26
H (8.3663, 0.4494, -2.9261)  0.26
H (8.4420, -2.3184, 0.1438)  0.26
H (6.3721, -1.3957, 1.1427)  0.27
H (9.5719, -2.5940, -2.1301)  0.25
H (10.5089, -1.3967, -1.1930)  0.25
H (9.9962, -1.0274, -2.8542)  0.24

- Total energy: -93772.61085 eV
- Frontier orbital gap: 4.38 eV
- 2S+1: 1
- Charge: +2
- HOMO level: -11.893 eV



Entry 2:
This record from the OMol25 dataset describes a structure of composition C27H25AsBrIN5O5STi in a non-equilibrium geometry. The level of theory is the ωB97M-V functional and the def2-TZVPD basis.

Each line ends with the Löwdin spin population.
Atoms and positions in Å:
Ti (-13.0515, -7.6750, -11.5735)  0.86
C (-15.2160, -4.3253, -13.8670)  0.00
C (-14.3745, -3.8953, -12.7573)  0.00
N (-14.3300, -2.5988, -12.4965)  0.01
C (-13.7685, -2.1948, -11.3524)  0.00
C (-13.2381, -2.9668, -10.3373)  0.00
C (-12.2673, -2.4228, -9.3265)  0.00
O (-11.0424, -3.0633, -9.5970)  0.00
C (-13.4136, -4.3590, -10.5262)  0.00
C (-13.1821, -5.3288, -9.4872)  0.03
N (-13.1132, -6.5897, -9.7815)  0.00
C (-13.0127, -7.7349, -9.0226)  0.05
C (-12.7621, -7.8485, -7.6634)  0.00
C (-12.8840, -9.1385, -7.1388)  0.06
C (-13.0310, -10.2577, -7.9784)  0.00
C (-13.1315, -10.1248, -9.3312)  0.04
C (-13.1693, -8.8702, -9.9025)  0.10
I (-16.1425, -8.0334, -10.8804)  0.75
C (-13.8349, -4.8439, -11.7737)  0.01
O (-13.7521, -6.0509, -12.2445)  0.00
H (-15.3901, -5.3692, -13.7348)  0.00
H (-14.8592, -4.1269, -14.8760)  0.00
H (-16.2002, -3.8851, -13.7640)  0.00
H (-13.7643, -1.0989, -11.1725)  0.00
H (-12.5073, -2.7255, -8.2730)  0.00
H (-12.2471, -1.3319, -9.2647)  0.00
H (-10.7777, -2.7350, -10.5021)  0.00
H (-13.0391, -5.0298, -8.4824)  0.00
H (-12.4542, -6.9620, -7.0771)  0.00
H (-12.8234, -9.2756, -6.0506)  0.00
H (-13.0686, -11.2639, -7.4847)  0.00
H (-13.0937, -10.9832, -10.0002)  0.00
Br (-10.4182, -6.1603, -18.9285)  0.00
C (-11.0136, -7.0847, -17.3821)  0.00
C (-11.4699, -6.3381, -16.2819)  0.00
C (-12.1597, -7.0499, -15.2978)  0.00
C (-12.2528, -8.3927, -15.3886)  0.00
C (-11.5564, -9.1629, -16.3828)  0.00
C (-10.9058, -8.4500, -17.3376)  0.00
C (-13.0056, -9.2003, -14.3655)  0.01
O (-13.3744, -10.3487, -14.6857)  0.01
O (-13.2664, -8.7416, -13.1793)  0.01
H (-11.2461, -5.3203, -16.2700)  0.00
H (-12.5676, -6.6476, -14.3652)  0.00
H (-11.6774, -10.2696, -16.4063)  0.00
H (-10.2875, -9.0128, -18.1157)  0.00
O (-11.1523, -7.5112, -11.3891)  0.01
N (-10.4047, -7.6247, -12.6448)  0.03
C (-9.1423, -7.8292, -12.3654)  0.00
C (-8.1867, -7.5590, -13.3686)  0.00
N (-7.5324, -7.2404, -14.2551)  0.00
C (-8.6264, -8.3043, -11.1134)  0.00
N (-8.1212, -8.6543, -10.1138)  0.00
C (-7.9979, -4.6085, -11.4964)  0.00
As (-7.9480, -3.1584, -12.8468)  0.00
C (-6.0299, -2.7706, -12.5178)  0.00
C (-7.7325, -3.7123, -14.7255)  0.00
S (-9.4547, -1.7292, -12.2356)  0.00
H (-7.2582, -5.3981, -11.7326)  0.00
H (-8.9951, -5.0542, -11.5669)  0.00
H (-7.8692, -4.2581, -10.4575)  0.00
H (-5.8911, -1.8843, -11.8980)  0.00
H (-5.3990, -2.6429, -13.4286)  0.00
H (-5.5798, -3.6723, -11.9888)  0.00
H (-8.2119, -2.9495, -15.3797)  0.00
H (-8.1507, -4.6962, -14.8344)  0.00
H (-6.6614, -3.7939, -14.9152)  0.00

- Total energy: -219024.70774 eV
- Frontier orbital gap (spin up / spin down): 5.71 / 4.98 eV
- Relative energy (zero: lowest compared OMol25 entry of this formula, charge and spin): 0.0 kJ/mol
- 2S+1: 3
- Charge: -1
- HOMO level (spin up / spin down): -4.321 / -5.592 eV



Entry 3:
This record from the OMol25 dataset describes a structure of composition C27H25Cl5N3O2Ti. The level of theory is the ωB97M-V functional and the def2-TZVPD basis.

Each line ends with the Löwdin spin population.
Atoms and positions in Å:
Ti (-0.1330, -0.0461, 0.3433)  0.97
C (-0.6563, 2.7377, 1.6592)  0.00
N (0.1377, 2.3505, 0.4751)  0.01
C (1.4708, 2.9587, 0.6601)  0.00
C (2.6362, 2.3489, -0.1004)  0.00
C (2.9563, 0.9131, 0.2990)  0.00
N (2.0061, -0.0468, -0.2377)  0.01
C (2.4730, -0.9112, -1.0610)  0.02
C (1.7728, -2.0340, -1.6298)  0.00
C (2.3898, -2.7284, -2.6845)  0.00
C (1.8210, -3.8444, -3.2473)  0.00
C (0.6037, -4.3115, -2.7264)  0.01
C (-0.0090, -3.6749, -1.6755)  0.00
C (0.5471, -2.5134, -1.0967)  0.01
O (-0.0396, -1.9454, -0.0947)  0.00
C (-0.5831, 2.9351, -0.6844)  0.00
C (0.0090, 2.7427, -2.0742)  0.01
C (0.2831, 1.2690, -2.4413)  0.02
N (-0.5106, 0.3618, -1.6517)  0.19
C (-1.6775, -0.0170, -2.2282)  0.29
C (-2.8243, -0.4860, -1.5410)  0.03
C (-3.9002, -1.0488, -2.2679)  0.10
C (-5.0578, -1.4855, -1.6549)  0.00
C (-5.1879, -1.3749, -0.2712)  0.12
C (-4.1512, -0.8150, 0.4719)  0.00
C (-2.9807, -0.3648, -0.1259)  0.08
O (-2.0354, 0.2023, 0.6315)  0.05
H (-0.6888, 3.8337, 1.7470)  0.00
H (-0.1989, 2.3247, 2.5546)  0.00
H (-1.6641, 2.3459, 1.5632)  0.00
H (1.7070, 2.8767, 1.7243)  0.00
H (1.3957, 4.0332, 0.4341)  0.00
H (3.5110, 2.9629, 0.1350)  0.00
H (2.4964, 2.4058, -1.1794)  0.00
H (2.9461, 0.8288, 1.3910)  0.00
H (3.9712, 0.6631, -0.0333)  0.00
H (3.5280, -0.8302, -1.3489)  0.00
H (3.3388, -2.3526, -3.0548)  0.00
H (2.3007, -4.3585, -4.0694)  0.00
H (0.1367, -5.1901, -3.1558)  0.00
H (-0.9496, -4.0282, -1.2731)  0.00
H (-0.6997, 4.0143, -0.4963)  0.00
H (-1.5760, 2.4847, -0.6697)  0.00
H (0.9109, 3.3480, -2.2098)  0.00
H (-0.7389, 3.1543, -2.7583)  0.00
H (1.3416, 1.0511, -2.2959)  0.00
H (0.0841, 1.1292, -3.5131)  0.00
H (-1.7353, 0.0214, -3.3197)  0.02
H (-3.7895, -1.1371, -3.3444)  0.00
H (-5.8564, -1.9167, -2.2474)  0.00
H (-6.0842, -1.7213, 0.2291)  0.01
H (-4.2334, -0.7151, 1.5479)  0.00
Cl (2.5085, -2.0772, 1.9512)  0.00
C (1.6185, -1.1199, 3.1220)  0.01
C (0.4245, -0.4967, 2.7451)  0.00
C (-0.2926, -0.0228, 3.8522)  0.01
Cl (-1.9540, 0.4928, 3.6621)  0.00
C (0.1945, 0.0119, 5.1613)  0.00
Cl (-0.7370, 0.6799, 6.4629)  0.00
C (1.4554, -0.5008, 5.4383)  0.01
Cl (2.1096, -0.4282, 7.0359)  0.00
C (2.1611, -1.1078, 4.4086)  0.00
Cl (3.6981, -1.8306, 4.7583)  0.00

- Total energy: -122701.44553 eV
- Frontier orbital gap (spin up / spin down): 4.45 / 7.21 eV
- Relative energy (zero: lowest compared OMol25 entry of this formula, charge and spin): 0.0 kJ/mol
- 2S+1: 3
- Charge: -1
- HOMO level (spin up / spin down): -1.972 / -4.746 eV



Entry 4:
This record from the OMol25 dataset describes a structure of composition C27H25F5GaIN4OS2Se in a non-equilibrium geometry. The level of theory is the ωB97M-V functional and the def2-TZVPD basis.

Each line ends with the natural charge from an NBO analysis.
Atoms and positions in Å:
Ga (0.2643, -1.0885, 0.6177)  1.54
N (2.4362, 1.8671, 2.3687)  -0.47
C (1.2802, 2.6232, 2.5578)  0.10
C (1.0723, 3.9190, 3.0200)  -0.21
C (-0.2141, 4.4084, 3.0850)  -0.17
C (-1.2682, 3.6415, 2.5542)  -0.17
C (-1.0391, 2.3879, 2.0536)  -0.26
C (0.2497, 1.8630, 2.0272)  0.16
N (0.7881, 0.7227, 1.4936)  -0.59
C (2.0974, 0.7466, 1.7459)  0.40
C (2.9547, -0.3229, 1.3331)  0.07
C (4.2829, -0.5729, 1.4902)  -0.37
S (4.6555, -2.0088, 0.6178)  0.62
C (3.0447, -2.1848, 0.1717)  -0.10
N (2.2695, -1.2361, 0.5632)  -0.59
H (3.3856, 2.2057, 2.5562)  0.45
H (1.9309, 4.4781, 3.3998)  0.24
H (-0.4165, 5.3948, 3.4467)  0.25
H (-2.2681, 4.0219, 2.5958)  0.24
H (-1.8662, 1.7938, 1.7042)  0.23
H (4.9531, -0.0699, 2.1069)  0.27
H (2.7017, -3.0283, -0.4794)  0.29
F (-1.7967, -2.9095, -5.6973)  -0.26
C (-1.6831, -2.9368, -4.3672)  0.31
C (-0.3985, -2.8462, -3.8648)  0.26
F (0.6565, -2.8045, -4.6989)  -0.28
C (-0.1882, -2.9130, -2.4922)  0.32
F (1.0507, -2.8054, -1.9991)  -0.31
C (-1.2518, -2.9653, -1.5907)  -0.34
Se (-0.9975, -2.9766, 0.3115)  -0.05
C (-2.5188, -3.0076, -2.1220)  0.39
F (-3.5387, -3.0664, -1.2729)  -0.29
C (-2.7694, -2.9693, -3.4906)  0.26
F (-4.0021, -3.0367, -4.0024)  -0.26
C (-3.9378, 2.1793, -1.1124)  -0.61
C (-2.8181, 2.5850, -2.0838)  -0.42
C (-1.4549, 2.1735, -1.5444)  -0.59
S (-1.2305, 0.4314, -1.8309)  1.27
O (0.0100, -0.0053, -0.9726)  -1.05
C (-0.5520, 0.5657, -3.4688)  -0.60
C (0.9837, 0.2478, -3.5464)  -0.39
C (1.8889, 1.3701, -3.0499)  -0.62
H (-4.8993, 2.4118, -1.5502)  0.24
H (-3.8301, 2.7630, -0.1804)  0.21
H (-3.8936, 1.1286, -0.8194)  0.21
H (-2.8429, 3.6340, -2.2577)  0.24
H (-2.9579, 2.1299, -3.0979)  0.21
H (-1.3489, 2.3388, -0.5084)  0.24
H (-0.6193, 2.6920, -1.9714)  0.24
H (-0.6751, 1.5516, -3.8258)  0.25
H (-1.1027, -0.1544, -4.0718)  0.25
H (1.2354, 0.1004, -4.6134)  0.24
H (1.1746, -0.6924, -3.0762)  0.21
H (1.7230, 2.1771, -3.7634)  0.22
H (2.9442, 1.0728, -3.0159)  0.23
H (1.7106, 1.7724, -2.0877)  0.20
I (2.4975, -5.0641, 4.4024)  0.27
C (1.2499, -3.4528, 4.2059)  -0.21
C (0.6927, -2.7980, 5.3569)  -0.13
C (-0.0617, -1.6575, 5.1231)  -0.23
C (-0.2230, -1.1924, 3.8495)  0.06
N (0.3189, -1.8110, 2.7851)  -0.54
C (1.0634, -2.8816, 2.9776)  -0.01
H (0.8811, -3.1884, 6.3623)  0.26
H (-0.4502, -1.0967, 5.9462)  0.25
H (-0.8169, -0.3072, 3.6228)  0.21
H (1.4836, -3.3479, 2.0738)  0.22

- Total energy: -197481.08017 eV
- Frontier orbital gap: 7.85 eV
- Relative energy (zero: lowest compared OMol25 entry of this formula, charge and spin): 0.0 kJ/mol
- 2S+1: 1
- Charge: +2
- HOMO level: -13.983 eV